No. 1
{"formula": "C6H14N5", "method": "ωB97M-V/def2-TZVPD", "homo_energy_ev": -11.766, "lumo_ev": -2.60, "relative_energy_ev": 0.000, "charge": 1, "species": ["N", "N", "N", "N", "N", "C", "C", "C", "C", "C", "C", "H", "H", "H", "H", "H", "H", "H", "H", "H", "H", "H", "H", "H", "H"], "xyz": [[-1.7671, 2.7182, -1.1287], [-0.4957, 1.6672, 0.5033], [0.3756, 2.0117, -1.5963], [0.4789, -1.0748, 0.3661], [1.5789, -2.8411, 1.1007], [1.6552, -1.6284, 0.5161], [-0.4175, -1.9877, 0.8938], [-1.8786, -1.7475, 0.9171], [-0.6361, 2.0885, -0.7485], [0.2548, -3.0949, 1.3137], [1.7874, 1.7538, -1.2994], [1.9071, 1.2900, -0.3206], [-1.7236, 3.3803, -1.8890], [-2.5040, -2.5512, 0.5542], [-1.3302, 1.4863, 1.0438], [2.5910, -1.2372, 0.1554], [0.2504, 2.4534, -2.4976], [0.1898, 0.9202, 0.6504], [2.3857, -3.3803, 1.3629], [-0.0929, -3.8889, 1.9619], [-2.6829, 2.3525, -0.9269], [2.3338, 2.6865, -1.3295], [-2.2090, -1.5782, 1.9590], [-2.1833, -0.8103, 0.4451], [2.1322, 1.0119, -2.0067]], "atomic_forces_ev_per_a": [[-0.0878, 0.1306, -0.4170], [-0.0354, -0.8479, 0.1177], [0.3990, 0.5447, -0.3585], [-0.1158, -0.0631, 0.0862], [0.3359, 0.4780, -0.3195], [0.4806, -0.1601, -0.1404], [0.0726, -0.0533, -0.6877], [-0.7752, 0.8557, 1.3559], [0.0846, 0.4381, 0.2651], [-0.3903, -0.0650, 1.1302], [-0.5120, -0.5438, 0.5829], [-0.1103, 0.2242, -0.0318], [-0.0383, -0.2649, -0.0421], [0.1195, -0.2228, -0.3279], [-0.0626, 0.4554, -0.0082], [0.0818, 0.1335, 0.0981], [-0.2989, -0.2084, 0.0852], [-0.1884, -0.1428, -0.1793], [-0.1644, -0.2660, 0.0027], [0.1059, -0.1377, -0.4676], [0.0917, 0.0196, 0.3261], [0.2849, 0.0449, -0.1255], [0.1314, -0.2612, -0.1892], [0.2956, -0.2229, -0.4636], [0.2958, 0.1355, -0.2920]], "nbo_charge": [-0.792, -0.760, -0.532, -0.543, -0.496, 0.180, 0.089, -0.642, 0.680, -0.094, -0.416, 0.220, 0.414, 0.244, 0.414, 0.198, 0.412, 0.447, 0.433, 0.234, 0.425, 0.225, 0.226, 0.203, 0.232]}

No. 2
{"formula": "C28H28FN4O5Ru", "method": "ωB97M-V/def2-TZVPD", "s2": 8.758, "homo_energy_ev": [-13.689, -13.706], "lumo_ev": [-5.07, -7.31], "relative_energy_ev": 1.002, "charge": 2, "spin_multiplicity": 6, "species": ["Ru", "F", "O", "O", "O", "O", "O", "N", "N", "N", "N", "C", "C", "C", "C", "C", "C", "C", "C", "C", "C", "C", "C", "C", "C", "C", "C", "C", "C", "C", "C", "C", "C", "C", "C", "C", "C", "C", "C", "H", "H", "H", "H", "H", "H", "H", "H", "H", "H", "H", "H", "H", "H", "H", "H", "H", "H", "H", "H", "H", "H", "H", "H", "H", "H", "H", "H"], "xyz": [[0.0021, -1.5439, 0.0046], [3.9450, 3.5305, -1.6827], [0.5054, 0.3206, -0.8943], [-1.8407, -0.6206, 0.5063], [-3.5966, 0.6089, -0.0796], [-0.9447, -3.2389, 1.0535], [0.3918, -1.2181, 2.3162], [-0.0517, -3.4646, -1.4092], [2.2548, -1.6058, 0.4594], [-2.9625, -3.6002, 0.0921], [-1.1826, 4.0007, -0.1142], [-2.4932, -3.1810, -1.2444], [-2.1548, -3.6070, 1.1317], [0.1642, 3.9171, -0.3113], [2.0724, 2.4827, -0.9247], [-0.9880, 6.3762, 0.3793], [4.5478, -1.5114, -0.0973], [0.9954, 5.0201, -0.4168], [-2.4174, 0.5624, 0.1350], [-3.2849, 5.3900, 0.1562], [-1.2479, -3.9321, -1.6489], [3.2205, -1.4246, -0.3833], [1.4263, -2.1176, 2.6840], [-1.3647, 1.6140, -0.0784], [1.1295, -5.3631, -2.3407], [-1.3577, -5.1839, -2.3279], [4.8918, -2.0476, 1.1585], [2.2787, 4.8841, -0.7443], [-1.8784, 5.3568, -0.3111], [2.7710, 3.6181, -1.0664], [-1.9295, 2.9201, -0.0415], [1.0727, -4.0850, -1.7350], [0.7031, 2.6331, -0.5489], [3.8737, -2.1910, 2.1237], [-0.1462, -5.8345, -2.6322], [-0.0554, 1.4149, -0.5101], [2.5525, -1.9561, 1.7316], [-2.5710, -4.3190, 2.4346], [0.4338, 6.4002, -0.1921], [-3.4521, 5.3093, 1.3097], [-0.4581, -1.5390, 2.6430], [1.6824, -1.9066, 3.7762], [-2.9838, 3.0133, 0.1217], [-1.9244, -4.0618, 3.2883], [-3.6050, -4.1823, 2.7883], [-3.7358, 6.3458, -0.0669], [-1.7670, 5.5383, -1.3671], [2.4584, 1.5188, -1.1509], [0.9779, -3.1797, 2.6613], [-0.2202, -6.8006, -3.1468], [0.3861, 6.9725, -1.0967], [1.2454, 6.9229, 0.2916], [4.0741, -2.5250, 3.1017], [-2.4479, -5.3420, 2.3526], [2.0468, -5.8894, -2.5508], [5.8877, -2.2138, 1.4118], [-2.2915, -2.1135, -1.2284], [-3.8223, 4.6330, -0.3752], [5.2457, -1.2702, -0.8549], [-2.3768, -5.4951, -2.6357], [-0.9739, 6.2738, 1.4208], [2.0071, -3.6028, -1.4169], [-3.9199, -3.7586, 0.1791], [-1.4254, 7.3541, 0.1868], [-3.2873, -3.4386, -1.9582], [2.9244, -1.2751, -1.4794], [2.9907, 5.7081, -0.8359]], "atomic_forces_ev_per_a": [[-0.4198, 0.7176, -0.1339], [0.7940, 0.2436, 0.2664], [-0.4691, -0.8037, 0.4713], [0.3035, 0.2387, -0.2753], [0.1193, 0.8810, 0.2659], [-1.1137, -0.0446, 0.2294], [-0.2393, 0.3950, -0.7220], [1.0503, 2.0818, 0.6697], [-1.6057, -0.9156, 2.1348], [1.7585, 0.7269, -0.8839], [-2.0672, 1.0374, -0.3662], [0.1302, -0.3662, 0.2578], [0.6932, -1.2081, 1.6292], [0.5538, -2.1461, -0.5739], [-1.9108, 0.4598, 0.5827], [0.5564, 1.1774, -1.0502], [0.3991, -1.2179, 1.6580], [-1.8013, 1.8775, 0.4169], [1.6389, -2.3863, -0.4799], [-0.6880, -0.0198, 2.1216], [-1.1180, -2.7504, -1.6236], [-0.0157, 0.6785, -3.8304], [-1.0970, -1.4246, 2.1009], [-2.5127, 0.9010, -0.1061], [-1.8458, 2.1580, 0.9152], [0.5647, 1.6769, 0.5419], [-2.1353, 1.4205, -0.2595], [2.3184, -0.5136, -0.7142], [2.2673, -0.0113, 1.0978], [0.5405, 0.2136, -0.6423], [1.8350, -1.4255, 0.5641], [1.6204, -1.3553, -0.0698], [1.5643, -0.3690, -0.2778], [-0.3649, 0.1589, -2.1110], [-0.8810, -1.6196, -0.8402], [-0.5239, 1.0660, 0.2850], [1.2525, 0.1037, -0.0077], [-0.4897, 2.4205, 0.6064], [-0.0664, -0.5327, -0.2136], [0.6463, -0.2819, -2.0229], [-0.0647, 0.0617, 0.1610], [0.1615, -0.3033, -1.5235], [-0.2299, 0.0247, -0.0412], [-0.0858, 0.3785, -0.5785], [0.2348, 0.2738, -0.5459], [0.0223, 0.2840, -0.4056], [-0.3867, -0.0209, -0.6070], [0.2701, -0.4268, -0.2160], [0.9325, 1.3209, -0.1052], [-0.0284, 0.3490, 0.1825], [-0.0462, -0.1073, -1.0950], [-0.4081, 0.4737, 1.1429], [0.2941, -0.2823, 1.0163], [0.3039, -2.2518, -0.7227], [-0.0411, 0.0389, -0.0566], [1.5348, -0.3486, 0.3926], [-0.3165, 0.2159, -0.1851], [-0.8633, -0.2657, -0.0632], [0.7403, -0.0033, -0.4771], [1.0737, -0.2892, 0.2145], [-0.1571, -0.5160, 1.6814], [-0.4734, -0.0632, -0.2767], [-1.6218, -0.4762, 0.4796], [-0.1156, 0.0947, 0.0553], [0.2092, 0.3796, 0.2611], [0.2936, 0.2461, 1.6881], [-0.4736, -0.0290, 0.0133]], "mulliken_spin": [4.095, 0.000, 0.164, 0.239, 0.029, 0.091, 0.092, 0.113, 0.063, 0.008, 0.010, 0.067, -0.005, 0.005, -0.002, 0.000, 0.008, 0.001, 0.024, 0.000, -0.035, 0.004, 0.009, -0.019, 0.005, 0.003, 0.003, -0.001, -0.002, 0.001, 0.000, 0.006, 0.010, 0.002, -0.001, 0.028, 0.011, 0.004, 0.001, 0.000, -0.008, 0.003, 0.001, 0.000, 0.002, 0.000, 0.001, -0.006, 0.001, 0.000, 0.000, 0.000, 0.000, 0.000, 0.001, 0.000, -0.020, 0.000, 0.000, 0.002, 0.000, -0.005, -0.001, 0.000, 0.002, -0.005, 0.000]}

No. 3
{"formula": "C6H9N", "method": "ωB97M-V/def2-TZVPD", "smiles": "CCc1cc[nH]c1", "homo_energy_ev": -8.039, "lumo_ev": 1.05, "relative_energy_ev": 0.931, "charge": 0, "species": ["N", "C", "C", "C", "C", "C", "C", "H", "H", "H", "H", "H", "H", "H", "H", "H"], "xyz": [[-1.3042, -1.7064, -0.7713], [-1.4812, -0.5718, -0.0766], [-0.0095, -2.1631, -0.7423], [-0.1859, -0.1529, 0.3573], [0.6487, -1.2823, 0.0866], [0.2842, 1.1243, 0.9567], [0.8521, 2.0875, -0.1033], [-2.3531, 0.0675, -0.1004], [0.6811, 1.7505, -1.1257], [1.7092, -1.2172, 0.2632], [-0.5350, 1.5056, 1.5564], [-2.0463, -2.3716, -0.8936], [1.9394, 2.0745, 0.0433], [1.1284, 0.8918, 1.6024], [0.5561, 3.1222, 0.0882], [0.1160, -3.1584, -1.1409]], "atomic_forces_ev_per_a": [[-0.8445, -1.2687, -0.5258], [2.5093, 2.6451, 0.7377], [-1.0640, 0.1255, 1.2935], [-1.7763, -2.3494, -0.2572], [1.0474, 1.0711, -1.2090], [-0.0750, -0.4845, -0.3099], [0.7008, 0.1683, 0.5914], [-0.2434, -0.5136, -0.0366], [-0.3471, 0.2752, 0.0894], [0.1965, -0.3889, 0.0835], [0.0399, 0.5408, 0.0794], [-0.2370, 0.0987, -0.4322], [-0.1024, 0.1260, -0.3054], [-0.2560, -0.0694, 0.4600], [-0.2038, -0.1255, -0.3793], [0.6556, 0.1493, 0.1207]], "nbo_charge": [-0.496, -0.093, -0.085, -0.071, -0.300, -0.429, -0.607, 0.209, 0.216, 0.211, 0.212, 0.401, 0.203, 0.209, 0.210, 0.210]}

No. 4
{"formula": "C4H11N2O", "method": "ωB97M-V/def2-TZVPD", "smiles": "C[C@H](CN)NC[O-]", "homo_energy_ev": -2.553, "lumo_ev": 4.10, "relative_energy_ev": 1.266, "charge": -1, "species": ["O", "N", "N", "C", "C", "C", "C", "H", "H", "H", "H", "H", "H", "H", "H", "H", "H", "H"], "xyz": [[-0.3085, 2.3232, -0.2884], [1.1294, 0.3581, -0.5179], [-2.1313, 0.2078, -0.4679], [0.7305, 1.8108, -0.9589], [-1.1500, -0.7554, 0.0171], [0.8756, -1.5844, 1.0672], [0.2370, -0.3159, 0.4528], [1.8166, -1.3304, 1.5862], [-1.7753, 0.5846, -1.3375], [0.1846, -2.0877, 1.7887], [1.6320, 2.4349, -0.7866], [0.1164, 0.4439, 1.2679], [-1.5725, -1.3959, 0.8089], [2.0632, 0.4526, -0.1325], [0.9800, -2.3710, 0.2833], [-1.1748, -1.4516, -0.8889], [0.5253, 1.6569, -2.0300], [-2.1783, 1.0194, 0.1365]], "atomic_forces_ev_per_a": [[0.4222, 0.0063, -0.1729], [-0.1516, -0.5141, -0.5506], [-0.5493, -0.0461, 0.4022], [-1.4941, -0.3228, 1.3373], [-0.9106, -0.8758, -2.2341], [-0.2760, -0.3071, -0.1959], [0.6723, 0.9482, 1.1640], [-0.2108, -0.4210, -0.3768], [0.0659, 0.2003, 0.1487], [0.4729, 0.7409, -0.2002], [0.5078, -0.2852, -0.4694], [-0.4503, -0.6621, -0.1728], [-0.0458, 0.5218, 0.0579], [-0.1831, -0.3378, 0.3376], [0.5348, 0.6352, 0.3249], [1.0079, 0.3049, 1.0978], [0.2213, 0.3021, -0.4561], [0.3666, 0.1122, -0.0413]], "nbo_charge": [-0.960, -0.719, -0.849, 0.142, -0.212, -0.605, -0.090, 0.195, 0.361, 0.189, 0.070, 0.182, 0.162, 0.330, 0.194, 0.165, 0.068, 0.377]}

> Which of these has the lowest charge?

C4H11N2O